# 1
Computed, not measured: C36H44AsNO6P2PrS as an isolated structure in a non-equilibrium geometry, with ωB97M-V with the def2-TZVPD basis set.

The geometry in XYZ format:
```
92
Properties=species:S:1:pos:R:3:forces:R:3
Pr -1.442766 -1.600353 0.659323 -1.4986 -0.8638 -1.0009
As 1.580556 1.829727 -4.248631 -0.1731 -0.0109 0.2151
S -1.552629 -1.686048 -2.181330 -0.0825 -0.2244 -0.2751
P 0.510133 0.486190 0.114036 1.4658 0.9548 -0.7389
P -2.072656 -4.183015 1.866751 -0.1896 -1.8353 0.9280
O -2.748343 -1.479756 2.865363 0.1723 0.1958 -0.1141
O -3.867525 -1.583220 0.394387 -0.3321 -0.0559 0.0094
O -2.756871 0.877381 1.230580 0.0133 -0.3125 0.0282
O -0.851427 -2.638346 -1.201850 1.0123 -1.1560 -1.8595
O -5.903571 -0.690641 0.440586 -0.3526 0.1657 0.0261
O -0.673285 -0.830618 2.549222 1.5739 0.4616 1.2043
N -2.160187 -0.577997 -1.440429 -0.3750 0.8452 -0.8911
C -1.937241 4.959533 -3.634674 -0.1060 0.0177 -0.0439
C -3.441031 -4.466049 3.085709 0.0491 0.1863 -0.1606
C 3.346961 0.389614 0.282944 -0.0479 -0.0660 0.0459
C 5.043042 3.008158 -2.076606 0.0916 -0.0234 0.0540
C -2.368128 0.850609 2.615969 0.2869 0.0007 0.3282
C 2.158975 -0.317137 0.116507 -0.3055 -0.1470 0.1148
C -0.960244 3.084500 -4.759567 0.1963 -0.2614 -0.0924
C 1.056586 0.694253 -2.674380 0.1273 0.0671 -0.1108
C 5.296469 4.272574 -2.577279 0.0527 0.0237 0.0424
C 3.376876 4.078000 -3.999586 -0.2617 -0.0632 -0.1544
C 1.659256 2.624013 3.412090 0.0517 0.0025 0.0814
C 4.604171 -1.627882 -0.071186 -0.0827 -0.0665 0.0104
C 0.110865 3.049429 1.150359 0.0430 -0.1110 -0.0449
C 3.093279 2.815795 -3.482078 -0.0560 -0.0477 -0.0695
C -1.884556 -0.593189 2.786643 -1.4763 1.6279 2.9396
C -4.599374 -0.632815 0.587569 0.1772 0.0163 -0.0441
C -3.305523 -5.707129 3.963750 -0.0417 0.1344 -0.1218
C 0.736936 1.819190 1.339412 -0.2755 -0.2098 0.0978
C -4.136419 0.769004 0.966983 -0.2471 0.1217 -0.2663
C 0.679870 -4.064047 2.178658 -0.2076 0.0856 0.0296
C 1.069477 3.859819 3.199520 -0.0374 -0.0018 0.0334
C -2.019562 3.956680 -4.585692 -0.1403 0.0490 0.0266
C 4.560727 -0.268229 0.195661 0.0262 0.0706 -0.0210
C 0.191230 3.198342 -3.988328 0.1548 -0.1361 -0.0923
C -2.087435 -5.788314 0.912485 0.0263 0.3874 -0.1676
C -0.587070 -4.414680 2.956092 -0.1003 0.2255 -0.2263
C 3.956449 2.281607 -2.534175 -0.2418 -0.2357 -0.0413
C 0.270753 4.223269 -3.052597 0.1920 -0.0048 0.0769
C -0.788175 5.095097 -2.874284 -0.0139 0.0800 0.0900
C -1.830777 -5.545160 -0.571959 0.0611 -0.0883 0.0199
C 3.426875 -2.338365 -0.238527 0.0988 -0.1187 -0.0310
C 2.210208 -1.685526 -0.144083 -0.3107 0.1366 0.0276
C 0.283715 4.063070 2.076425 -0.0136 0.1487 0.0625
C 4.464059 4.803704 -3.549446 0.0511 0.0515 -0.0167
C 1.487767 1.605274 2.492757 -0.1166 -0.0557 -0.0369
C 0.685811 1.496621 -1.444128 -0.2639 -0.1285 0.1870
H -0.274161 1.995281 -1.612790 0.1551 0.0450 0.0409
H 1.279714 -2.235392 -0.307114 0.3746 0.0342 -0.0362
H 1.892213 0.017296 -2.473790 -0.0276 0.0337 -0.1048
H -1.336999 -6.472780 1.314432 -0.0996 0.0206 0.1068
H -4.339007 1.409235 0.095119 -0.0768 -0.1816 0.2109
H -2.763132 5.640142 -3.494590 -0.0764 0.0832 0.0025
H 1.571294 -4.280087 2.766371 0.0696 0.1163 -0.0675
H -6.215044 -1.567906 0.153267 0.3294 0.1236 0.0707
H 0.208509 0.080414 -2.995945 0.2250 0.1441 -0.1675
H -4.368804 -4.525164 2.508473 0.0261 0.0986 -0.0095
H -0.547872 -5.446304 3.316809 -0.0631 0.1447 0.0207
H 5.554061 -2.132079 -0.148729 0.1164 -0.0662 0.0025
H 1.447732 2.259646 -1.244808 -0.1475 -0.0664 0.0640
H -1.016786 2.300129 -5.506730 -0.0654 0.0279 -0.0260
H -0.715727 5.884228 -2.139560 0.0167 0.0786 0.0452
H 3.320406 1.451232 0.483269 0.0281 0.0884 0.0070
H 6.145166 4.836954 -2.220846 0.0637 0.0477 0.0231
H 5.699629 2.580110 -1.332553 0.0599 -0.0421 0.0603
H -3.497845 -3.569695 3.705169 -0.0551 -0.0152 -0.0969
H 0.684060 -2.986202 1.939290 0.2429 -0.3309 0.0694
H -2.906686 3.857705 -5.192614 -0.0828 -0.0116 -0.0675
H -0.189329 5.019713 1.915980 -0.0567 0.1028 -0.0176
H -0.700771 -3.740174 3.810371 0.0040 -0.1134 0.0085
H -1.549491 1.562224 2.740906 -0.1355 -0.0715 -0.0465
H -4.202771 -5.817515 4.569340 -0.0496 -0.0543 0.0422
H 1.168378 4.350589 -2.459627 -0.0074 -0.0049 0.0097
H -0.862494 -5.068296 -0.733285 -0.0857 -0.0441 -0.0670
H 5.479369 0.282063 0.328004 0.1084 0.0718 0.0140
H 3.786000 1.283369 -2.150766 0.0080 -0.0064 0.0382
H -2.463242 -5.627672 4.644848 0.0991 -0.0235 0.0415
H 2.260085 2.453624 4.293709 0.0304 -0.0061 0.0603
H 1.937975 0.638837 2.669045 0.0616 -0.0317 0.0186
H -3.203655 1.099225 3.270474 0.0136 -0.0839 -0.0264
H 0.734942 -4.643750 1.253615 0.0997 0.0844 -0.0447
H 2.726504 4.492465 -4.763057 0.0489 0.0793 0.0286
H -2.599771 -4.890579 -0.988453 0.0630 -0.0178 -0.0630
H -1.844794 -6.483414 -1.124091 -0.0141 -0.0301 -0.0611
H 1.216592 4.656182 3.913494 -0.0084 0.0763 0.0407
H -3.191704 -6.609250 3.368011 0.0347 -0.1311 -0.0005
H -0.514514 3.219976 0.284378 0.0136 0.0434 -0.0851
H 4.668713 5.781788 -3.958668 -0.0072 0.0796 -0.0443
H 3.458670 -3.397006 -0.447195 0.0001 -0.1032 -0.0258
H -4.750837 1.116582 1.807091 0.1280 -0.0134 -0.1501
H -3.070830 -6.248677 1.034779 0.0639 -0.0070 0.1243
```
Forces are in eV/Å.

Computed properties:
**E_HOMO (alpha / beta)**: -10.27 / -10.27 eV
**M**: 896.59 g/mol
**Gap between HOMO and LUMO (alpha / beta)**: 7.2 / 7.2 eV
**Multiplicity**: 3
**Charge**: +1


# 2
Computed, not measured: C19H18BrClN8Pd as an isolated structure, with ωB97M-V with the def2-TZVPD basis set.

The geometry in XYZ format:
```
48
Properties=species:S:1:pos:R:3:forces:R:3
Pd 0.108386 -0.065613 0.138026 0.5371 0.1269 -0.1581
Br -2.498848 -0.435491 -0.098887 -0.3810 0.0744 -0.0149
Cl 1.811247 -2.106960 5.160518 0.0275 -0.0335 0.0263
N 0.058330 -0.064012 2.299337 0.0009 -0.0014 -0.0283
N 2.265034 0.301636 0.053735 0.0742 -0.1679 0.0610
N -0.544257 -2.323651 -0.166058 0.0005 -0.0165 0.2250
N 0.279824 2.105302 -0.095415 -0.2269 -0.0985 0.1359
N 3.013867 -1.874039 0.306754 -0.1124 0.1243 0.0217
N 6.069088 1.506944 0.089229 -0.0742 -0.0338 0.0333
N 4.571411 -0.214930 0.213928 -0.0028 0.1095 -0.0309
N 3.847203 2.051694 0.015919 -0.0276 -0.0587 0.0179
C 4.810312 1.097008 0.107379 0.2351 0.0012 -0.0173
C -0.751718 2.950154 -0.163446 0.0497 -0.0528 -0.0649
C 0.090978 -0.020561 5.054018 -0.0640 0.0790 0.1126
C -0.668861 0.842022 2.962988 0.0670 -0.1215 -0.0327
C -0.579607 4.321185 -0.209489 -0.0270 0.0351 -0.0171
C -0.039407 -3.566637 -0.194587 0.0048 0.0811 -0.1008
C 3.304150 -0.566871 0.179345 -0.0156 -0.0806 0.0086
C -0.673814 0.888915 4.342452 -0.0228 0.0245 0.0702
C -2.741823 -3.278941 -0.032498 -0.1140 -0.1661 -0.0173
C 0.802911 -0.946071 2.972190 -0.0682 0.0835 -0.1432
C -0.812103 -4.719296 -0.137855 0.0887 -0.0846 -0.0299
C -1.865233 -2.228502 -0.091982 0.0866 0.1341 -0.0282
C 0.708785 4.828623 -0.185038 0.0424 0.0314 0.0028
C 1.525525 2.594458 -0.076435 0.0450 -0.0813 0.0034
C 1.781086 3.950698 -0.120648 0.0245 0.0780 -0.0315
C -0.163747 -6.076196 -0.174108 -0.0111 0.0569 0.0087
C 0.838851 -0.950992 4.353128 0.0402 -0.0496 0.0530
C -2.188249 -4.550323 -0.051150 -0.0810 -0.0826 0.0168
C 2.629274 1.597982 0.000866 -0.1522 0.1094 -0.0214
H 2.084715 -2.180970 0.088180 0.0537 -0.0290 -0.0373
H -3.809846 -3.122286 0.018785 0.0228 0.0106 0.0039
H 0.407846 -6.256155 0.738077 -0.0220 0.0106 -0.0107
H 3.777296 -2.529836 0.283185 0.0125 -0.0159 -0.0177
H 2.806242 4.291524 -0.107007 -0.0274 0.0025 0.0042
H -1.271951 1.629831 4.854240 0.0094 -0.0098 -0.0086
H 1.032629 -3.664248 -0.306843 0.0074 -0.0097 0.0423
H -1.253878 1.532544 2.372228 -0.0045 0.0111 -0.0216
H 1.389286 -1.656008 2.404639 0.0010 0.0072 -0.0205
H 0.521858 -6.161559 -1.017979 -0.0232 0.0171 0.0113
H 6.815556 0.835411 0.157698 -0.0002 0.0030 -0.0055
H -0.908543 -6.863906 -0.262682 0.0010 0.0187 -0.0026
H -1.741332 2.513539 -0.197928 -0.0127 -0.0155 0.0238
H 0.110257 -0.011370 6.135956 -0.0007 -0.0008 -0.0159
H 6.276674 2.488022 0.013472 0.0029 0.0038 -0.0034
H 0.878890 5.896381 -0.219235 0.0017 -0.0087 -0.0030
H -1.442414 4.970526 -0.269147 0.0262 -0.0217 0.0026
H -2.838279 -5.415475 -0.007553 0.0088 0.0065 -0.0023
```
Forces are in eV/Å.

Computed properties:
**E_HOMO (alpha / beta)**: -15.22 / -15.25 eV
**M**: 580.19 g/mol
**Gap between HOMO and LUMO (alpha / beta)**: 9.2 / 7.5 eV
**Multiplicity**: 3
**Relative energy (zero: lowest compared OMol25 entry of this formula, charge and spin)**: 0.0 kcal/mol
**Charge**: +2


# 3
Computed, not measured: one molecule with the formula C6H7F in a non-equilibrium geometry, with ωB97M-V with the def2-TZVPD basis set.

The geometry in XYZ format:
```
14
Properties=species:S:1:pos:R:3:forces:R:3
F -2.173405 -1.088526 0.172362 0.0946 1.4368 -0.2580
C 0.741049 -1.784470 -0.223029 2.7065 3.9168 0.3176
C 0.184662 -0.442866 0.400701 -2.0791 -0.3202 1.8406
C -1.333522 1.321029 -0.114008 -3.1863 -2.0591 -0.5990
C -1.276779 -0.073748 0.055426 1.5383 1.5693 0.8130
C 0.860746 0.874198 0.196617 2.5335 -1.9295 -1.3551
C -0.002174 1.809455 -0.123839 0.6770 3.2164 -0.5266
H 0.715778 -1.606896 -1.308702 0.4625 -0.0559 0.2155
H 0.234944 -2.697252 -0.094568 -0.6240 -0.8926 1.0434
H 0.191956 -0.392726 1.591435 -0.2218 -0.8826 -1.9494
H -2.210459 2.013259 -0.323627 1.0542 -1.4155 0.3949
H 0.281266 2.881378 -0.418582 -0.5684 -1.7690 0.6239
H 1.843377 -1.703122 0.182727 -1.9449 -1.1261 -1.1295
H 1.942560 0.890288 0.007091 -0.4422 0.3114 0.5687
```
Forces are in eV/Å.

Computed properties:
**E_HOMO**: -8.43 eV
**M**: 98.12 g/mol
**Gap between HOMO and LUMO**: 9.3 eV
**Multiplicity**: 1
**SMILES string**: C[C@H]1C=CC=C1F
**Relative energy (zero: lowest compared OMol25 entry of this formula, charge and spin)**: 28.2 kcal/mol
**Charge**: 0


# 4
Computed, not measured: C24H25N7O3Se2Ti as an isolated structure in a non-equilibrium geometry, with ωB97M-V with the def2-TZVPD basis set.

The geometry in XYZ format:
```
62
Properties=species:S:1:pos:R:3:forces:R:3
Se -1.695077 -1.071942 -4.104342 -0.4920 -0.1023 -0.3379
Se -2.514443 -0.280020 -0.754601 -0.7314 -0.2951 -0.2833
Ti 0.559241 -0.042595 -0.241639 -1.8183 -1.8271 -3.4288
O -0.448853 1.435595 0.152345 -0.5640 2.0418 0.9549
O -0.663676 3.231528 1.456166 0.7904 -0.3983 -0.1847
O 0.105208 -0.167959 -1.997616 -1.1473 0.1809 -0.3944
N 1.171237 1.779188 -2.202844 -0.1901 2.0704 -0.4558
N 1.745398 -1.660794 -0.442821 0.7536 -1.0050 0.5909
N 3.637827 5.759503 -1.660671 0.1640 0.3439 0.2405
N 0.248657 -0.873431 1.555300 0.2773 -1.2858 1.6422
N 1.289190 0.431124 -2.093715 2.5635 -0.7618 0.5138
N 2.506037 3.758869 -2.488824 0.1789 -0.0834 -1.0682
N 1.998054 1.113952 0.565545 1.3890 2.4059 0.6506
C -1.798618 -1.626466 2.733461 0.0697 -0.0356 -0.0064
C -2.810081 0.461369 -3.569969 0.1801 -0.2890 0.1295
C -3.106622 -3.460253 1.882835 -0.0210 -0.0556 0.0174
C -2.523379 -1.686877 3.918650 -0.0150 0.1187 -0.0671
C 2.944786 -3.245218 0.669058 -0.2448 0.2558 0.3331
C -0.283983 -0.176835 -5.121832 -0.1596 -0.1041 0.2355
C -3.433058 0.829898 0.566892 0.1727 -0.0834 -0.1497
C 3.345342 -3.234470 -0.659800 0.0066 0.0726 -0.1736
C 2.324074 3.386625 1.312044 -0.5160 -0.1341 0.2010
C 1.106456 -1.827193 1.818702 -0.2019 0.0433 0.1288
C 1.949441 -2.260121 0.785414 0.4700 -0.4400 -0.0979
C -2.534761 1.063144 -2.195780 0.2173 -0.1219 0.0133
C -3.831321 -3.503346 3.062240 -0.1130 -0.0323 -0.0362
C 3.079218 4.807613 -1.994355 0.1329 0.1092 0.5233
C 4.199643 2.011766 0.774696 -0.0314 0.7933 0.3987
C 3.332637 0.989488 0.472430 -0.3731 -0.5822 0.1068
C -0.729203 -0.561469 2.580293 -0.2581 0.1596 0.2829
C 0.021389 2.386745 0.912198 -1.2755 1.0192 0.4071
C -2.089124 -2.532719 1.720320 0.1680 -0.0030 -0.0330
C 1.905596 2.729003 -2.209110 -0.9280 -0.9711 0.1430
C -3.536262 -2.615099 4.084077 0.0220 -0.0058 0.0608
C 1.502555 2.313448 0.995980 1.3596 -0.4419 -0.4201
C 2.585504 -2.250415 -1.301313 0.0903 -0.0055 -0.1349
C 3.692832 3.247211 1.200243 0.2366 -0.7220 -0.3237
H 0.669430 -0.599205 -4.814106 0.0160 0.0650 0.0200
H -2.294647 -0.989447 4.712409 0.0218 0.0591 0.1161
H -4.085059 -2.653365 5.015293 -0.0312 0.0129 0.0122
H -0.230462 -0.417336 3.548884 -0.0551 0.0102 -0.1193
H -1.511014 -2.527122 0.802945 -0.0759 -0.0039 0.0664
H -0.300016 0.883934 -4.888879 0.0566 0.0509 0.0126
H 1.146805 -2.294973 2.803349 -0.0625 0.0257 -0.0355
H -3.630133 0.218012 1.445110 0.0112 -0.0338 -0.0131
H 1.860484 4.310005 1.627115 -0.0286 0.0425 -0.0178
H 4.088976 -3.860012 -1.121678 0.0290 -0.0473 -0.0258
H 2.613687 -1.953269 -2.338533 -0.0185 0.0715 0.0213
H -3.826723 0.068540 -3.607652 0.0339 0.1042 -0.0567
H -2.689173 1.217493 -4.346989 -0.1066 0.0023 0.0379
H -1.576673 1.580396 -2.156999 -0.0703 0.0021 -0.0365
H -3.331894 1.766782 -1.948693 0.0353 -0.0192 0.0665
H -4.375716 1.168226 0.140866 0.0260 -0.0478 0.0310
H -1.210131 0.387348 2.320143 0.0721 -0.0853 0.0514
H -2.803049 1.680243 0.822782 -0.0147 -0.0051 0.0139
H -3.327901 -4.155731 1.086061 -0.0096 -0.0289 -0.0568
H -4.627590 -4.223758 3.185698 -0.0141 -0.0553 0.0018
H 5.263209 1.853834 0.691452 0.0609 -0.0283 -0.0853
H -0.446730 -0.339005 -6.183456 0.0087 0.0617 0.0111
H 3.318277 -3.869097 1.461433 0.0099 -0.1083 0.0831
H 3.695789 0.017118 0.157069 -0.0600 0.0665 -0.0987
H 4.358366 4.071564 1.406705 0.0036 0.0602 0.0217
```
Forces are in eV/Å.

Computed properties:
**E_HOMO**: -7.55 eV
**M**: 665.30 g/mol
**Gap between HOMO and LUMO**: 6.5 eV
**Multiplicity**: 1
**Relative energy (zero: lowest compared OMol25 entry of this formula, charge and spin)**: 40.5 kcal/mol
**Charge**: 0


# 5
Computed, not measured: one molecule with the formula C6H18N3PS in a non-equilibrium geometry, with ωB97M-V with the def2-TZVPD basis set.

The geometry in XYZ format:
```
29
Properties=species:S:1:pos:R:3:forces:R:3
S 2.535267 0.586910 0.721664 -0.3549 0.1573 0.0464
P 0.716464 0.067526 0.316885 -3.7349 0.9698 -1.2720
N -0.376100 -0.650889 1.481457 5.3723 0.1922 -0.4283
N -0.435940 1.468446 -0.356518 1.4348 -2.1271 1.8625
N 0.658593 -1.144727 -0.841264 -0.4712 1.2640 1.2572
C -1.643565 -0.217587 1.772418 -3.0210 1.6673 0.3456
C -0.377082 1.583236 -1.785950 3.4254 1.6018 0.3396
C -0.158640 2.749826 0.309896 -2.2131 -1.2620 0.0328
C 0.463447 -1.183162 2.620852 -0.3411 2.8808 -0.4453
C -0.537339 -1.827202 -1.127400 -2.7833 -1.8189 1.1122
C 1.580367 -1.305478 -1.873525 1.0677 -0.5225 -0.5280
H 2.547028 -0.988333 -1.571790 1.0888 -0.3369 0.2651
H -1.126473 2.141394 -2.293969 -1.3967 -0.1381 -0.0303
H 1.387072 -0.797345 -2.765829 -0.7825 1.7406 -1.4711
H 1.470185 -2.297631 -2.268563 0.7910 -1.1136 0.4185
H -2.262660 -1.069740 2.129889 0.2497 0.4590 0.0102
H -0.473662 3.474608 -0.388180 -0.3167 1.2210 -0.7008
H -1.612069 0.585424 2.561795 -0.5062 -0.5607 -0.4876
H -0.935875 -1.677703 -2.140855 -0.0593 0.7682 0.1603
H -0.094080 0.652357 -2.168892 -0.5515 -1.4269 -1.1354
H 0.198857 -2.185333 2.684539 0.3614 -2.0649 0.3555
H -2.154767 0.196988 0.853194 0.5860 -0.3504 1.0772
H 1.502057 -0.865089 2.363350 -0.5781 -1.2732 0.5448
H -1.340599 -1.615388 -0.314770 1.3564 -0.5149 -1.7613
H -0.834876 2.849037 1.170296 0.5846 0.0341 0.1527
H 0.257654 -0.691277 3.606461 -0.2385 -0.1248 -0.8232
H -0.351849 -2.939599 -1.169114 -0.0552 0.7768 0.5089
H 0.857071 2.905809 0.517079 1.5307 0.1887 0.5891
H 0.541516 2.194921 -2.043154 -0.4448 -0.2870 0.0047
```
Forces are in eV/Å.

Computed properties:
**E_HOMO**: -8.50 eV
**M**: 195.27 g/mol
**Gap between HOMO and LUMO**: 9.3 eV
**Multiplicity**: 1
**SMILES string**: CN(C)P(=S)(N(C)C)N(C)C
**Relative energy (zero: lowest compared OMol25 entry of this formula, charge and spin)**: 0.0 kcal/mol
**Charge**: 0